Entry from OMol25: a molecular structure, C42H36Cl2GeI2KN8O2S (ωB97M-V/def2-TZVPD).

expectation value of S² = 0.781
molecular weight = 1153.29 g/mol
HOMO (alpha / beta) = -0.7 / -2.7 eV
strongest force on any atom = 0.0062 Eh/bohr
ΔE to the lowest compared entry with this formula, charge and spin = 38.6 kcal/mol
electronic energy = -185081.7230 eV

Geometry as ORCA input:
```
! wB97M-V def2-TZVPD RIJCOSX def2/J DEFGRID3
* xyz -2 2
K 1.633 -1.950 -0.342
Cl 5.601 1.506 -2.261
C 5.622 0.821 -0.649
C 6.747 1.051 0.144
C 6.829 0.533 1.404
Cl 8.260 0.851 2.368
C 5.778 -0.260 1.926
C 5.803 -0.864 3.202
C 4.747 -1.625 3.612
C 3.654 -1.782 2.743
N 3.600 -1.242 1.551
C 4.634 -0.483 1.121
C 4.501 0.076 -0.232
O 3.471 -0.122 -0.932
H 7.559 1.646 -0.252
H 6.670 -0.728 3.835
H 4.751 -2.123 4.572
H 2.798 -2.382 3.041
N 0.239 -0.940 2.369
N -0.839 -1.454 3.097
C -1.992 -0.790 3.292
N -2.968 -1.529 3.896
S -2.223 0.803 2.859
H 0.734 -0.254 2.936
H -0.166 -0.367 1.625
H -0.819 -2.458 3.204
H -2.906 -2.538 3.857
H -3.888 -1.130 3.831
I 0.366 -4.928 2.204
I -1.946 -5.322 3.641
C -7.037 -1.739 -1.280
C -5.581 -1.893 -1.623
C -5.118 -1.790 -2.937
C -3.781 -1.897 -3.268
C -3.382 -1.763 -4.711
C -2.791 -2.119 -2.248
C -1.421 -2.218 -2.607
O -0.411 -2.351 -1.834
C -3.271 -2.220 -0.895
C -2.329 -2.427 0.257
C -4.619 -2.113 -0.630
H -7.660 -1.810 -2.175
H -7.251 -0.772 -0.810
H -7.371 -2.512 -0.581
H -5.836 -1.617 -3.736
H -4.261 -1.579 -5.331
H -2.884 -2.665 -5.082
H -2.679 -0.937 -4.863
H -1.214 -2.165 -3.685
H -1.682 -3.291 0.106
H -2.899 -2.559 1.180
H -1.672 -1.562 0.377
H -4.943 -2.191 0.406
C 0.885 0.637 -2.440
Ge 0.501 2.019 -1.150
C 1.330 3.699 -1.684
C 2.722 3.767 -1.727
C 3.357 4.926 -2.152
C 2.604 6.028 -2.537
C 1.218 5.969 -2.498
C 0.584 4.808 -2.075
C -1.404 2.149 -0.781
C -2.218 1.240 -1.407
C -3.614 1.216 -1.183
C -4.174 2.117 -0.329
C -3.374 3.072 0.350
C -3.944 3.989 1.266
C -3.163 4.880 1.944
C -1.768 4.893 1.737
C -1.193 4.021 0.856
C -1.975 3.088 0.131
H 0.582 1.004 -3.422
H 0.346 -0.288 -2.227
H 1.960 0.455 -2.433
H 3.319 2.909 -1.435
H 4.439 4.960 -2.183
H 3.099 6.934 -2.866
H 0.629 6.829 -2.796
H -0.499 4.771 -2.039
H -1.803 0.493 -2.075
H -4.215 0.463 -1.677
H -5.241 2.101 -0.133
H -5.015 3.955 1.431
H -3.609 5.567 2.653
H -1.147 5.586 2.291
H -0.118 4.032 0.724
N 1.790 1.562 1.641
C 1.350 1.660 0.581
N 2.522 -4.518 0.907
C 3.436 -5.151 1.262
C 4.523 -5.891 1.687
C 5.262 -5.468 2.820
N 5.860 -5.122 3.745
C 4.859 -7.099 1.030
N 5.140 -8.086 0.500
*
```

Atomic partial charges in e from the Löwdin method, atoms 1 to 2:
1 K 0.667
2 Cl 0.639


Entry from OMol25: a molecular structure, C42H36CsN4OP2 (ωB97M-V/def2-TZVPD).

molecular weight = 807.63 g/mol
HOMO = -3.8 eV
strongest force on any atom = 0.0338 Eh/bohr
electronic energy = -71275.1062 eV

Geometry as ORCA input:
```
! wB97M-V def2-TZVPD RIJCOSX def2/J DEFGRID3
* xyz -1 1
Cs 0.813 2.820 -0.857
C -1.109 -1.216 0.170
C 0.083 -0.327 0.485
P 1.381 -0.943 1.638
C 0.288 -1.444 3.029
C -0.548 -2.561 3.050
C -1.429 -2.770 4.101
C -1.504 -1.855 5.143
C -0.684 -0.736 5.135
C 0.208 -0.540 4.089
C 1.856 -2.512 0.828
C 2.231 -3.647 1.546
C 2.710 -4.773 0.892
C 2.834 -4.778 -0.491
C 2.485 -3.646 -1.215
C 2.005 -2.522 -0.561
P -2.210 -0.403 -1.072
C -2.780 1.086 -0.170
C -3.093 2.199 -0.957
C -3.506 3.392 -0.381
C -3.605 3.482 1.000
C -3.304 2.382 1.793
C -2.896 1.191 1.213
C -3.646 -1.541 -0.942
C -4.874 -1.196 -0.383
C -5.916 -2.113 -0.345
C -5.745 -3.390 -0.856
C -4.526 -3.745 -1.420
C -3.492 -2.824 -1.470
H -1.673 -1.451 1.078
H -0.798 -2.167 -0.274
H -0.273 0.582 0.976
H 0.613 -0.024 -0.423
H -0.514 -3.273 2.234
H -2.071 -3.642 4.098
H -2.198 -2.015 5.958
H -0.731 -0.021 5.947
H 0.853 0.332 4.082
H 2.151 -3.653 2.627
H 2.992 -5.647 1.466
H 3.210 -5.657 -1.000
H 2.595 -3.625 -2.292
H 1.763 -1.641 -1.145
H -2.993 2.110 -2.033
H -3.708 4.255 -1.001
H -3.892 4.417 1.463
H -3.361 2.462 2.871
H -2.642 0.352 1.851
H -5.018 -0.204 0.027
H -6.865 -1.826 0.091
H -6.558 -4.105 -0.821
H -4.384 -4.737 -1.828
H -2.551 -3.104 -1.931
N -0.450 3.660 3.569
C -0.325 3.826 2.217
O -0.085 2.837 1.501
C -0.506 5.150 1.694
C -0.588 5.327 0.297
N -0.652 5.411 -0.856
C -0.642 6.248 2.570
N -0.721 7.104 3.344
H -0.166 2.768 3.939
H -0.497 4.455 4.182
C 5.723 3.587 -1.618
C 5.328 3.178 -2.889
C 4.300 2.273 -3.068
C 3.602 1.715 -1.969
C 4.016 2.154 -0.690
C 5.050 3.061 -0.523
N 2.510 0.900 -2.062
C 2.362 -0.006 -3.068
C 1.060 -0.484 -3.355
C 0.831 -1.488 -4.278
C 1.883 -2.074 -4.976
C 3.172 -1.619 -4.714
C 3.415 -0.615 -3.793
H 6.530 4.295 -1.487
H 5.829 3.584 -3.762
H 4.005 1.987 -4.071
H 3.525 1.722 0.178
H 5.336 3.355 0.480
H 0.221 -0.048 -2.822
H -0.188 -1.814 -4.458
H 1.704 -2.857 -5.701
H 4.013 -2.067 -5.233
H 4.434 -0.313 -3.591
*
```

Atomic partial charges in e from the Löwdin method, atoms 1 to 2:
1 Cs 1.301
2 C -0.390


Entry from OMol25: a molecular structure, C42H36F5IrN4PS (ωB97M-V/def2-TZVPD).

expectation value of S² = 0.763
molecular weight = 947.03 g/mol
HOMO (alpha / beta) = -13.4 / -13.3 eV
strongest force on any atom = 0.0321 Eh/bohr
ΔE to the lowest compared entry with this formula, charge and spin = 24.4 kcal/mol
electronic energy = -86636.4592 eV

Geometry as ORCA input:
```
! wB97M-V def2-TZVPD RIJCOSX def2/J DEFGRID3
* xyz 2 2
Ir 0.075 0.036 -0.542
F 0.669 -5.711 -4.942
C 0.680 -4.510 -4.403
C 1.212 -4.318 -3.138
F 1.722 -5.342 -2.464
C 1.225 -3.055 -2.578
F 1.804 -2.945 -1.370
C 0.701 -1.942 -3.225
S 0.636 -0.245 -2.719
C 0.176 -2.172 -4.504
F -0.357 -1.168 -5.194
C 0.162 -3.424 -5.092
F -0.358 -3.589 -6.296
C 4.273 -1.416 0.222
C 3.118 -0.911 -0.383
N 2.003 -0.698 0.290
C 1.981 -0.949 1.620
C 3.083 -1.468 2.304
C 4.253 -1.712 1.560
C 2.994 -1.704 3.716
C 1.866 -1.409 4.394
C 0.725 -0.859 3.719
C -0.465 -0.533 4.394
C -1.523 -0.030 3.684
C -1.386 0.160 2.307
N -0.273 -0.114 1.648
C 0.778 -0.636 2.338
H 5.158 -1.572 -0.379
H 3.107 -0.659 -1.435
H 5.125 -2.122 2.054
H 3.853 -2.123 4.225
H 1.797 -1.582 5.460
H -0.533 -0.687 5.463
H -2.456 0.229 4.164
H -2.209 0.543 1.728
C -1.057 4.910 3.441
C -1.870 4.055 2.705
C -1.315 3.227 1.747
C 0.062 3.247 1.520
C 0.876 4.109 2.253
C 0.307 4.945 3.206
P 0.723 2.274 0.146
C 2.502 2.476 0.005
C 3.058 2.713 -1.250
C 4.437 2.730 -1.397
C 5.259 2.500 -0.301
C 4.704 2.247 0.947
C 3.326 2.232 1.104
C -0.258 2.800 -1.239
C -0.540 4.034 -1.805
C -1.405 4.060 -2.885
C -1.956 2.872 -3.363
C -1.682 1.647 -2.772
C -0.846 1.595 -1.647
H -1.494 5.563 4.184
H -2.940 4.051 2.866
H -1.961 2.612 1.131
H 1.938 4.159 2.068
H 0.937 5.627 3.760
H 2.418 2.890 -2.106
H 4.871 2.932 -2.367
H 6.334 2.527 -0.418
H 5.344 2.073 1.802
H 2.901 2.028 2.081
H -0.088 4.940 -1.419
H -1.645 4.996 -3.370
H -2.610 2.904 -4.225
H -2.129 0.757 -3.192
C -3.759 0.174 -1.020
C -3.152 -1.056 -1.667
N -2.989 -2.215 -0.783
C -4.207 -3.007 -0.519
C -4.872 -2.689 0.813
C -1.808 -2.585 -0.304
C -1.704 -3.948 0.342
N -0.680 -1.905 -0.417
H -3.832 0.976 -1.753
H -3.133 0.527 -0.205
H -4.759 -0.025 -0.640
H -2.175 -0.844 -2.091
H -3.796 -1.384 -2.485
H -3.970 -4.066 -0.593
H -4.892 -2.792 -1.338
H -4.173 -2.772 1.646
H -5.686 -3.391 0.991
H -5.291 -1.684 0.824
H -1.826 -4.727 -0.413
H -2.466 -4.100 1.102
H -0.731 -4.074 0.809
H 0.079 -2.509 -0.135
*
```

Atomic partial charges in e from the Löwdin method, atoms 1 to 2:
1 Ir 1.068
2 F 0.179